A cluster of 20 separate species, C68H112O52 in total in a non-equilibrium geometry. Source: OMol25; level of theory: ωB97M-V with the def2-TZVPD basis set.

XYZ file:
```
232
Properties=species:S:1:pos:R:3
C -1.47739 1.52147 7.00322
O -1.55829 0.39553 7.87532
H -0.71113 1.23008 6.28486
H -2.37055 1.75481 6.42364
H -1.31622 2.39172 7.63945
H -0.67539 0.08978 8.09578
C 1.99443 -0.41876 -3.36346
O 2.54538 -1.72422 -3.13209
H 1.82804 -0.24342 -4.42632
H 0.97058 -0.52772 -3.00574
H 2.65454 0.33398 -2.93249
H 2.01323 -2.44708 -3.47254
C 6.85502 1.48244 -3.03788
O 5.56078 1.57328 -3.60436
H 7.07914 0.41631 -3.07299
H 7.62559 2.05551 -3.55355
H 6.85752 1.72790 -1.97588
H 5.00360 1.72820 -2.83809
C -2.40095 -0.10575 3.84224
O -3.74381 0.14128 3.59915
H -2.05543 -1.05203 3.42598
H -1.86568 0.76468 3.46288
H -2.28541 -0.09706 4.92607
H -3.82834 0.36876 2.67033
C 5.67670 -6.66543 1.60194
C 5.02023 -5.33908 1.71374
C 4.68164 -4.96882 3.17674
O 5.49021 -3.89559 3.42421
C 5.96822 -3.37921 2.27689
O 6.55451 -2.32783 2.15620
O 5.86258 -4.32083 1.29890
H 6.40438 -6.64716 0.79061
H 4.97013 -7.42568 1.26896
H 6.18693 -6.91381 2.53257
H 4.09791 -5.11278 1.17875
H 4.79985 -5.69652 3.97960
H 3.62989 -4.69008 3.24170
C -1.79100 5.27227 -1.85458
C -0.47243 5.78678 -1.40478
C 0.66532 4.83688 -1.69823
O 1.26951 5.28516 -2.88944
C 0.73644 6.40259 -3.30309
O 1.11524 7.04489 -4.28767
O -0.18052 6.82376 -2.33107
H -1.74694 4.97431 -2.90214
H -2.43335 6.13683 -1.68719
H -2.20852 4.45479 -1.26679
H -0.47925 6.01156 -0.33823
H 0.36065 3.80134 -1.84967
H 1.30203 4.81344 -0.81383
C -4.12449 -2.66280 6.02946
C -5.61666 -2.87477 5.65081
C -5.76515 -2.59950 4.11944
O -6.32115 -3.79547 3.72766
C -6.49461 -4.70633 4.70393
O -6.95030 -5.85850 4.59969
O -5.91708 -4.25836 5.69263
H -3.64152 -2.85919 6.98668
H -3.83924 -1.64641 5.75799
H -3.55149 -3.20932 5.28041
H -6.32252 -2.31303 6.26262
H -4.87864 -2.29939 3.56076
H -6.27467 -1.65201 3.94405
C -0.73803 3.74819 3.81989
C 0.61473 4.48232 4.03319
C 1.69491 3.42869 4.41543
O 2.65687 3.51331 3.36588
C 2.34155 4.49941 2.52192
O 3.02439 4.84196 1.54891
O 1.09123 4.97979 2.75157
H -1.62615 4.37810 3.87039
H -0.88186 3.11917 4.69839
H -0.86762 3.19511 2.88962
H 0.60205 5.21520 4.83992
H 1.27321 2.42418 4.38026
H 2.06615 3.60147 5.42559
C 2.44008 -0.50516 0.52224
C 0.99851 -0.62481 -0.01661
C 0.08993 -0.63793 1.20156
O -0.59033 0.56245 1.16143
C -0.45115 1.11429 -0.08074
O -1.07554 2.02786 -0.44683
O 0.61004 0.59304 -0.70385
H 2.54931 -1.33145 1.22467
H 2.55740 0.37710 1.15149
H 3.21065 -0.58010 -0.24503
H 0.81804 -1.56033 -0.54606
H 0.55376 -0.65560 2.18779
H -0.65410 -1.42242 1.06336
C 5.69905 -3.23018 -2.61236
C 5.56797 -3.62161 -4.10654
C 5.41030 -2.52396 -5.18871
O 6.66962 -2.58604 -5.84781
C 7.49550 -3.40383 -5.33998
O 8.62663 -3.61090 -5.78733
O 6.86548 -4.16195 -4.46811
H 4.99389 -2.41692 -2.44075
H 6.70914 -2.84991 -2.46002
H 5.56634 -4.04844 -1.90459
H 4.84007 -4.43145 -4.15583
H 5.19416 -1.54947 -4.75083
H 4.60736 -2.57326 -5.92421
C 0.56585 -2.77450 6.92904
C 0.62691 -3.97663 6.02139
C -0.64320 -4.62580 5.34106
O -0.45814 -4.46213 4.02696
C 0.79333 -4.02156 3.80829
O 1.26684 -3.93149 2.66616
O 1.47256 -3.69386 4.99045
H -0.22329 -2.92743 7.66523
H 0.41105 -1.87507 6.33309
H 1.48442 -2.73836 7.51473
H 1.14305 -4.76449 6.57001
H -1.53024 -4.23672 5.84091
H -0.53719 -5.66298 5.65903
C 0.86717 9.72254 1.81040
C -0.28236 8.96131 2.46877
C -1.65610 9.32979 1.92519
O -2.33390 8.12624 1.82433
C -1.46893 7.12251 2.03987
O -1.72355 5.93235 2.10895
O -0.23045 7.58895 2.16272
H 1.79399 9.14946 1.78461
H 1.08783 10.61891 2.39000
H 0.57181 10.01241 0.80202
H -0.34206 9.04937 3.55357
H -1.49150 9.65092 0.89666
H -2.09864 9.99277 2.66863
C -5.51234 5.62307 -0.28539
C -4.46787 5.25756 0.76446
C -4.73374 5.41766 2.24967
O -4.43048 4.16727 2.84435
C -4.12003 3.26644 1.81545
O -3.80753 2.10273 1.86547
O -4.13816 3.89790 0.62838
H -5.23192 5.05367 -1.17154
H -5.65925 6.66203 -0.58048
H -6.49335 5.20710 -0.05587
H -3.61492 5.84179 0.41914
H -5.79974 5.57559 2.41338
H -4.11301 6.26518 2.54037
C -1.34097 -3.64390 -1.17815
C -0.44188 -4.32351 -0.12229
C -0.69647 -5.65277 0.39944
O 0.59676 -6.33167 0.24435
C 1.39659 -5.53102 -0.54096
O 2.50400 -5.76471 -1.00216
O 0.86595 -4.40679 -0.73935
H -1.17839 -2.59129 -1.40985
H -2.35208 -3.66229 -0.77144
H -1.23369 -4.19748 -2.11096
H -0.22615 -3.56042 0.62554
H -1.26490 -6.31223 -0.25638
H -1.19974 -5.63055 1.36605
C -3.19919 -0.71898 -3.24552
C -4.31658 -0.90014 -2.14664
C -5.02005 0.42473 -1.61908
O -6.35584 -0.00356 -1.52344
C -6.57820 -1.17243 -2.13892
O -7.65493 -1.71765 -2.44585
O -5.46776 -1.66837 -2.55744
H -2.42255 -0.04672 -2.88083
H -3.68542 -0.19350 -4.06743
H -2.83075 -1.65369 -3.66821
H -3.85602 -1.47263 -1.34151
H -4.81498 1.19414 -2.36344
H -4.62509 0.76153 -0.66061
C 5.22108 0.34808 4.40067
C 4.01059 -0.52143 4.51603
C 3.57867 -0.72446 6.00063
O 2.22893 -0.34973 5.92777
C 1.84380 -0.14689 4.71023
O 0.66308 0.11506 4.37166
O 2.84526 -0.01815 3.88178
H 5.13945 1.24950 5.00803
H 5.48921 0.76554 3.43014
H 6.14173 -0.11267 4.75873
H 4.28336 -1.48806 4.09258
H 4.10034 -0.07833 6.70665
H 3.60464 -1.74170 6.39134
C 2.29371 -6.45443 -4.93377
C 1.94021 -5.14958 -5.65987
C 0.70413 -5.19750 -6.52515
O -0.18457 -4.27320 -5.86579
C 0.42115 -3.67029 -4.89437
O -0.07146 -2.83455 -4.15590
O 1.68101 -4.16644 -4.74117
H 3.12353 -6.20444 -4.27270
H 2.75499 -7.27797 -5.47884
H 1.54564 -6.79627 -4.21848
H 2.67560 -4.71247 -6.33532
H 0.17530 -6.14935 -6.47586
H 0.87559 -5.10942 -7.59798
C 3.29660 3.91155 -4.98776
C 2.63027 4.45380 -6.28672
C 3.49598 5.13885 -7.38947
O 3.14447 4.48928 -8.59845
C 2.19990 3.57783 -8.37664
O 1.51324 2.92746 -9.28260
O 1.88465 3.52778 -6.99545
H 4.34047 3.60602 -5.05908
H 2.81038 3.17383 -4.34943
H 3.32002 4.77572 -4.32386
H 1.92361 5.14217 -5.82318
H 4.57806 5.09081 -7.26743
H 3.15088 6.17129 -7.33404
C -1.24047 1.60766 -6.09415
C -1.92996 2.92602 -6.12094
C -1.42201 3.98868 -7.01945
O -2.44777 4.39538 -7.87359
C -3.57693 3.69781 -7.52701
O -4.64725 3.90191 -7.87924
O -3.28070 2.77698 -6.62984
H -0.42681 1.40062 -5.39903
H -0.78373 1.42351 -7.06656
H -1.88455 0.73147 -6.01965
H -1.79850 3.32853 -5.11655
H -0.64826 3.60114 -7.68219
H -0.98725 4.87608 -6.55945
C -6.51472 -6.02576 -0.49948
C -6.14936 -5.13347 0.76593
C -4.96313 -5.74989 1.47597
O -4.13035 -4.53541 1.62624
C -4.68405 -3.49933 1.02050
O -4.23563 -2.32294 0.91259
O -5.65804 -3.91960 0.31724
H -5.66980 -6.01108 -1.18795
H -7.28723 -5.58124 -1.12696
H -6.61491 -7.09550 -0.31588
H -7.02088 -5.13215 1.42057
H -4.54790 -6.58531 0.91227
H -5.40287 -6.14119 2.39337
```

Molecular weight in g/mol: 1761.6
Largest force on an atom in eV Å⁻¹: 7.4
Energy in hartree: -6570.6600
LUMO in eV: -0.161

Results of the Mulliken charge analysis, in e, for atoms 1 through 99:
1. C -0.20
2. O -0.57
3. H -0.19
4. H 0.30
5. H 0.30
6. H 0.31
7. C -0.56
8. O 0.41
9. H 0.45
10. H -0.07
11. H 0.16
12. H -0.14
13. C -0.62
14. O -0.35
15. H 0.14
16. H 0.26
17. H 0.32
18. H 0.24
19. C 0.64
20. O -0.63
21. H 0.17
22. H -0.16
23. H -0.14
24. H 0.41
25. C -1.52
26. C 1.05
27. C 0.35
28. O -0.34
29. C 0.63
30. O -0.58
31. O -0.36
32. H 0.35
33. H 0.36
34. H 0.41
35. H -0.01
36. H 0.29
37. H -0.66
38. C -0.92
39. C 1.97
40. C -0.14
41. O -0.08
42. C 0.53
43. O -0.62
44. O -0.42
45. H 0.03
46. H 0.32
47. H 0.15
48. H -0.87
49. H 0.00
50. H 0.05
51. C -1.12
52. C 0.46
53. C -0.02
54. O -0.23
55. C 0.63
56. O -0.65
57. O -0.37
58. H 0.53
59. H 0.22
60. H 0.02
61. H 0.32
62. H -0.13
63. H 0.28
64. C -0.73
65. C 0.24
66. C 0.65
67. O -0.35
68. C 0.42
69. O -0.64
70. O -0.02
71. H 0.44
72. H 0.02
73. H 0.08
74. H 0.31
75. H -0.79
76. H 0.28
77. C -1.42
78. C 1.81
79. C 1.30
80. O 0.24
81. C -0.22
82. O -0.42
83. O -0.24
84. H 0.11
85. H 0.21
86. H 0.36
87. H -0.46
88. H -1.01
89. H -0.30
90. C -1.00
91. C 1.49
92. C 0.11
93. O -0.40
94. C 0.62
95. O -0.63
96. O -0.42
97. H 0.01
98. H 0.34
99. H 0.32

***

A structure of composition C17H26CrN5O4S2 in a non-equilibrium geometry. Source: OMol25; level of theory: ωB97M-V with the def2-TZVPD basis set.

XYZ file:
```
55
Properties=species:S:1:pos:R:3
Cr -0.34281 0.43501 1.01175
C -1.09706 -3.26746 -0.48505
O -0.17739 -2.39760 0.14227
C 1.14290 -2.90323 0.02963
C 2.08457 -1.94224 0.68609
O 1.94145 -0.68769 0.04519
C 3.06425 0.15073 0.30596
H -1.10286 -4.24696 0.00356
H -0.84649 -3.40223 -1.54199
H -2.08974 -2.83166 -0.41702
H 1.40159 -3.01903 -1.02849
H 1.21492 -3.88336 0.51585
H 3.10556 -2.31881 0.56471
H 1.86998 -1.84166 1.75338
H 3.97915 -0.34825 -0.02604
H 3.13109 0.37711 1.37137
H 2.92545 1.07070 -0.25173
S 0.28361 1.65226 -0.94482
C -0.33988 3.05777 -0.12186
S -1.11786 2.69573 1.37562
C -0.22320 4.31904 -0.63445
C -0.74939 5.45050 0.07414
N -1.18598 6.34943 0.64623
C 0.40546 4.53947 -1.90665
N 0.89908 4.71948 -2.93198
C -4.40233 -1.63693 2.92316
N -4.00998 -1.02071 1.65343
C -4.89364 -0.74681 0.66374
C -4.51273 -0.15108 -0.47734
C -3.12914 0.20319 -0.62210
N -2.25771 -0.07859 0.34305
C -2.67346 -0.67859 1.49705
O -1.85914 -0.89920 2.38832
N -2.70141 0.78970 -1.72782
H -5.47689 -1.79624 2.91028
H -4.13369 -0.98355 3.74908
H -3.88728 -2.58524 3.05466
H -5.92021 -1.03355 0.85336
H -5.22424 0.07000 -1.25856
H -3.37198 1.13898 -2.39026
H -1.74914 1.17234 -1.73385
C -0.19226 1.22803 4.47661
C 1.06685 0.76324 3.74763
C 1.60477 -0.50251 4.40644
C 2.11225 1.87117 3.76194
O 0.78427 0.43033 2.39294
H 0.00758 1.32639 5.54635
H -0.99132 0.49730 4.33592
H -0.52415 2.19634 4.09766
H 1.84496 -0.31916 5.45663
H 2.51330 -0.83736 3.89956
H 0.85665 -1.29731 4.34837
H 2.29627 2.21541 4.78325
H 1.75837 2.71629 3.16798
H 3.05783 1.51927 3.34341
```

Molecular weight in g/mol: 480.6
Largest force on an atom in eV Å⁻¹: 1.1
Energy in hartree: -3079.0174
LUMO (spin up / spin down) in eV: -0.334 / -0.369
ΔE to the lowest compared entry with this formula, charge and spin in eV: 0.193
2S+1: 4

For reference, the Mulliken charges in units of e are:
1. Cr 0.55
2. C -0.87
3. O -0.16
4. C -0.85
5. C -0.26
6. O -0.25
7. C -0.83
8. H 0.33
9. H 0.35
10. H 0.15
11. H 0.43
12. H 0.41
13. H 0.58
14. H -0.12
15. H 0.41
16. H 0.18
17. H 0.26
18. S -0.83
19. C 1.25
20. S -0.49
21. C 0.48
22. C -0.16
23. N -0.51
24. C -0.05
25. N -0.52
26. C -0.92
27. N 0.25
28. C -0.20
29. C -1.05
30. C 0.81
31. N 0.47
32. C 0.14
33. O -0.60
34. N -0.18
35. H 0.34
36. H 0.31
37. H 0.28
38. H 0.35
39. H 0.42
40. H 0.26
41. H -0.06
42. C -1.57
43. C 1.64
44. C -1.71
45. C -1.58
46. O -0.06
47. H 0.47
48. H 0.26
49. H 0.29
50. H 0.45
51. H 0.31
52. H 0.34
53. H 0.45
54. H 0.27
55. H 0.33